Entry 1:
Density functional theory data (ωB97M-V/def2-TZVPD) for C19H29BBeCaCl5F2NO11S as an isolated structure in a non-equilibrium geometry.

Molar mass = 754.667 g mol⁻¹
Energy = -5238.8147 a.u.
LUMO = -9.5 eV
ΔE to the lowest compared entry with this formula, charge and spin = 0.0 kcal/mol
Total charge = +2
Frontier orbital gap = 2.671 eV
Multiplicity = 1

Geometry (Å):
C -0.39941 3.50914 2.47931
O -1.41128 4.48936 2.70253
C -2.39303 4.50149 1.67375
C -3.25477 3.22919 1.77995
C -4.22253 3.20941 2.82391
C -5.05985 2.10491 3.02617
C -4.86028 0.96630 2.14487
C -3.91221 0.97038 1.10968
C -3.09992 2.12480 0.89348
C -2.11915 2.09613 -0.27542
O -1.68468 3.04608 -0.84526
C -1.68947 0.71796 -0.79209
C -2.44594 -0.35316 -0.58266
C -1.93224 -1.69911 -1.16732
B -0.52720 -1.92981 -0.39636
O -0.58552 -1.84940 1.00067
O 0.67313 -2.13877 -1.03032
C -3.74959 -0.25479 0.19202
O -4.60221 -1.07101 0.14385
H -0.22633 2.88757 3.38303
H -0.60103 2.81190 1.64975
H 0.57337 4.00411 2.25816
H -1.99331 4.69923 0.66417
H -3.06213 5.35866 1.91242
H -4.35447 4.07560 3.49120
H -5.80977 2.12643 3.82354
H -5.50753 0.09441 2.33133
H -0.75019 0.69028 -1.36960
H -2.65588 -2.52177 -1.02602
H -1.72293 -1.49489 -2.24037
H -0.89420 -2.66572 1.40211
H 0.58723 -2.73257 -1.78879
F -1.86389 -2.25582 2.63628
Be -1.31294 -1.46246 4.33940
C 3.01952 -4.98392 -3.68228
N 2.40321 -3.65173 -3.57493
O 1.19198 -3.60298 -3.40523
O 3.15481 -2.71076 -3.62596
H 2.22803 -5.72262 -3.57944
H 3.51781 -5.11497 -4.65940
H 3.73334 -5.06196 -2.85922
C 4.32426 2.66939 0.17050
C 4.06050 1.22779 -0.27952
C 3.58782 0.43975 0.94804
S 2.79847 1.63039 2.02901
O 3.57411 1.74123 3.24055
O 1.37259 1.38419 2.05596
C 3.11891 3.06688 1.01281
H 4.45800 3.34115 -0.67726
H 5.23271 2.70607 0.77738
H 3.27856 1.22224 -1.04325
H 4.94969 0.77426 -0.71892
H 2.87129 -0.33843 0.67939
H 4.42402 -0.00028 1.48932
H 3.30207 3.93426 1.64457
H 2.24005 3.23556 0.38826
C -8.57811 2.39003 1.05062
Cl -9.39244 3.94172 1.27815
Cl -9.26878 1.18902 2.15125
Cl -8.78105 1.85061 -0.62020
Cl -6.83813 2.57523 1.40714
Cl 4.42777 -1.99360 -5.75435
O 4.50265 -3.33757 -0.99823
H 4.05598 -3.36381 -0.09276
H 5.44340 -3.11537 -0.90422
H 4.03017 -2.67236 -1.56926
O 5.08157 -7.02847 -4.43652
H 5.87722 -6.99564 -3.86845
H 5.40854 -7.39318 -5.28023
F 2.66938 -2.15117 0.22203
Ca 5.39016 -5.36501 -5.26271

Computed Mulliken charges, given in elementary charges:
1. C -0.1916
2. O -0.4063
3. C -1.0625
4. C 0.7015
5. C -0.4453
6. C -0.9485
7. C -1.1121
8. C 0.9485
9. C 0.5672
10. C -0.0659
11. O -0.5295
12. C -0.1581
13. C 0.5591
14. C -1.0800
15. B 0.6360
16. O -0.5399
17. O -0.2525
18. C 0.0214
19. O -0.5479
20. H 0.2590
21. H 0.0304
22. H 0.1802
23. H 0.3013
24. H 0.4760
25. H 0.4640
26. H 0.5039
27. H 0.4545
28. H 0.4361
29. H 0.3297
30. H 0.3097
31. H 0.2600
32. H 0.2203
33. F -0.3888
34. Be 1.0252
35. C -0.8036
36. N 1.0686
37. O -0.6177
38. O -0.4769
39. H 0.3219
40. H 0.0162
41. H 0.4864
42. C -0.8911
43. C -0.5874
44. C -0.1997
45. S 1.0932
46. O -0.7259
47. O -0.5161
48. C -0.6688
49. H 0.3671
50. H 0.3305
51. H 0.2332
52. H 0.3451
53. H 0.0455
54. H 0.3343
55. H 0.5120
56. H 0.3241
57. C 0.2818
58. Cl -0.0916
59. Cl -0.1081
60. Cl -0.0929
61. Cl 0.0723
62. Cl -0.5748
63. O -0.3721
64. H 0.3814
65. H 0.4195
66. H 0.4142
67. O -0.7325
68. H 0.4660
69. H 0.4471
70. F -0.8202
71. Ca 1.3637



Entry 2:
Density functional theory data (ωB97M-V/def2-TZVPD) for a 3-piece molecular cluster, C19H29BO3P overall in a non-equilibrium geometry.

Molar mass = 347.224 g mol⁻¹
Energy = -1333.2076 a.u.
LUMO = 2.7 eV
Total charge = -1
Frontier orbital gap = 6.254 eV
Multiplicity = 1

Geometry (Å):
C 0.32963 -1.72193 2.19314
C -0.27323 -2.80269 1.35017
B -1.49235 -2.57510 0.24577
C -0.90406 -2.25551 -1.25588
C -0.58213 -0.67691 -1.55779
C -1.77212 0.36992 -1.13785
C -0.43938 -0.55592 -3.22011
C -2.25733 -4.06290 0.12597
P -4.11033 -3.90760 -0.34507
O -4.42378 -2.80021 -1.42841
O -5.16691 -3.63327 1.03099
O -4.59699 -5.47994 -1.00929
H 0.97541 -0.84591 1.72373
H 0.09271 -1.77768 3.35601
H 0.15945 -3.89685 1.47153
H -2.21574 -1.75523 0.68373
H -1.55858 -2.67427 -2.14113
H 0.13698 -2.83406 -1.33360
H 0.42729 -0.28311 -1.08034
H -2.70542 0.25928 -1.86898
H -1.34558 1.46206 -1.36320
H -2.06218 0.36884 -0.00433
H -1.51880 -0.86151 -3.62754
H 0.29422 -1.37608 -3.65473
H -0.19356 0.53605 -3.56144
H -1.71223 -4.73820 -0.68464
H -2.18582 -4.54681 1.18888
H -4.60101 -3.31784 1.80051
H -4.04389 -5.68909 -1.82206
C 3.89574 0.37360 6.21232
C 4.13315 -0.26019 4.99301
C 3.43137 0.13260 3.85370
C 2.49834 1.16694 3.93181
C 2.26368 1.80324 5.15040
C 2.95878 1.40415 6.29168
H 4.44040 0.06490 7.10074
H 4.86518 -1.06153 4.93079
H 3.61173 -0.36595 2.90522
H 1.95488 1.47648 3.04302
H 1.53772 2.61038 5.21075
H 2.77171 1.89638 7.24200
C 1.48401 4.56767 -4.93889
C 1.83724 3.54646 -4.05734
C 1.13871 3.38389 -2.86133
C 0.07947 4.23732 -2.55122
C -0.27615 5.25619 -3.43459
C 0.42842 5.42455 -4.62630
H 2.03084 4.69618 -5.86932
H 2.65821 2.87720 -4.30226
H 1.41852 2.59230 -2.17155
H -0.46817 4.10773 -1.62149
H -1.10269 5.92016 -3.19351
H 0.15464 6.22185 -5.31168

Computed natural (NBO) charges, given in elementary charges:
1. C -0.5679
2. C -0.2741
3. B -0.0139
4. C -0.6139
5. C -0.1913
6. C -0.6338
7. C -0.6425
8. C -0.9636
9. P 2.1976
10. O -1.0819
11. O -0.9747
12. O -1.0039
13. H 0.1883
14. H 0.1858
15. H 0.1680
16. H -0.0391
17. H 0.2012
18. H 0.1862
19. H 0.1825
20. H 0.2160
21. H 0.1720
22. H 0.2323
23. H 0.2061
24. H 0.2036
25. H 0.1954
26. H 0.2403
27. H 0.2364
28. H 0.4995
29. H 0.4943
30. C -0.2209
31. C -0.2190
32. C -0.1916
33. C -0.2084
34. C -0.2145
35. C -0.2214
36. H 0.2053
37. H 0.2091
38. H 0.2206
39. H 0.2217
40. H 0.2100
41. H 0.2056
42. C -0.2232
43. C -0.2021
44. C -0.2111
45. C -0.2076
46. C -0.2155
47. C -0.2202
48. H 0.2067
49. H 0.2111
50. H 0.2248
51. H 0.2203
52. H 0.2093
53. H 0.2062



Entry 3:
Density functional theory data (ωB97M-V/def2-TZVPD) for C19H29Br3ClF14MgN3NaO9P as an isolated structure in a non-equilibrium geometry.

Molar mass = 1062.859 g mol⁻¹
Energy = -11866.5389 a.u.
LUMO = -4.4 eV
ΔE to the lowest compared entry with this formula, charge and spin = 61.9 kcal/mol
Total charge = 0
Frontier orbital gap = 2.300 eV
Multiplicity = 1

Geometry (Å):
C 1.74738 1.81355 3.94684
O 1.14953 2.77863 3.03367
C -0.17424 2.34566 2.61198
C -1.23214 3.52929 2.73896
C -2.00268 3.60700 4.13265
C -2.47062 2.20668 4.70857
O -1.62064 1.54327 5.35594
O -3.75034 1.65406 4.54477
C -3.82816 0.96858 3.24105
H 1.27775 2.00670 4.97967
H 2.86076 2.03087 4.02991
H 1.61594 0.72257 3.62954
H -0.06654 2.13952 1.47082
H -0.48883 1.35838 3.07571
H -0.62749 4.50510 2.64120
H -1.96645 3.55751 1.85431
H -1.40560 4.19379 4.91836
H -2.94980 4.23720 3.95343
H -3.01158 1.30232 2.51789
H -4.88152 1.21397 2.81188
H -3.76033 -0.15658 3.43534
O 1.94847 -0.76263 2.30794
H 2.54653 -1.48130 2.10372
Mg 1.00551 1.86170 0.03664
C -2.90956 2.53210 -2.42887
O -2.19197 2.08958 -1.53449
N -4.01974 3.26133 -2.17661
N -2.64901 2.32427 -3.74275
H -4.61995 3.63049 -2.89096
H -4.24777 3.43438 -1.20973
H -1.83045 1.78321 -3.96909
H -3.22198 2.67510 -4.48793
C -0.86062 -2.31522 -1.74021
Br 0.31360 -2.64727 -0.23484
Br -1.61032 -0.53111 -1.68236
Br 0.02407 -2.66899 -3.44094
H -1.69044 -3.01445 -1.65786
F -6.15393 1.43682 1.26353
P -7.43987 2.38812 1.38566
F -6.52569 3.34977 2.31252
F -8.73892 2.75326 0.49825
F -6.84793 3.19730 0.11411
F -8.35402 2.71656 2.67561
F -8.02556 0.88571 1.46309
Cl 2.28190 -2.62713 -4.56409
C 7.08373 2.72496 0.70200
C 5.95302 2.41963 -0.30711
C 4.75919 1.64978 0.26370
F 5.10011 0.44955 0.73750
F 3.83611 1.43116 -0.70636
F 6.47324 1.79533 -1.37688
F 5.49004 3.63159 -0.77147
O 8.20386 1.84737 0.68871
C 8.10613 0.64863 1.44115
C 8.14838 -0.60696 0.56370
F 7.15108 -0.61478 -0.34356
F 8.00184 -1.72079 1.31697
F 7.02254 0.70554 2.23427
F 9.16961 0.64814 2.26879
H 7.50769 3.69265 0.40581
H 6.70419 2.89157 1.71957
H 4.27113 2.21536 1.06631
H 9.09510 -0.67554 0.02136
O 7.09174 -4.65249 0.77420
H 7.10340 -3.77232 1.17009
H 7.96802 -4.74452 0.38260
Na 6.10777 4.94351 0.82795
C -3.24884 -7.55991 -5.91306
C -2.24602 -6.68557 -5.50575
C -2.52856 -5.68213 -4.58616
C -3.82011 -5.56677 -4.07727
C -4.83041 -6.43353 -4.48608
C -4.53945 -7.43225 -5.40816
N -4.11604 -4.52747 -3.08988
O -3.20806 -3.77268 -2.76886
O -5.24656 -4.47483 -2.64107
H -3.02328 -8.34579 -6.62710
H -1.24228 -6.78849 -5.90340
H -1.73856 -5.00694 -4.27650
H -5.83862 -6.34602 -4.09752
H -5.31788 -8.11465 -5.73131

Computed Mulliken charges, given in elementary charges:
1. C -0.3745
2. O -0.3207
3. C 1.0556
4. C -0.6300
5. C -0.4670
6. C 0.3712
7. O -0.5254
8. O -0.3282
9. C 0.0806
10. H 0.2988
11. H 0.1685
12. H 0.1655
13. H -1.2615
14. H 0.5965
15. H 0.3316
16. H 0.3180
17. H 0.3661
18. H 0.3345
19. H -0.0574
20. H -0.0092
21. H 0.2241
22. O -0.7249
23. H 0.1331
24. Mg 0.5434
25. C 0.6486
26. O -0.5457
27. N -0.3292
28. N -0.3827
29. H 0.1553
30. H 0.1571
31. H 0.2293
32. H 0.1595
33. C -0.0930
34. Br -0.0023
35. Br 0.0759
36. Br 0.0723
37. H 0.2031
38. F -0.2834
39. P 0.9670
40. F -0.3273
41. F -0.3358
42. F -0.3346
43. F -0.3472
44. F -0.3425
45. Cl -0.5155
46. C -1.1766
47. C 1.1203
48. C 0.3894
49. F -0.2046
50. F -0.1872
51. F -0.2242
52. F -0.4252
53. O -0.4324
54. C 0.7493
55. C 0.1893
56. F -0.2044
57. F -0.2579
58. F -0.2656
59. F -0.2731
60. H 0.4129
61. H 0.4521
62. H 0.0659
63. H 0.2551
64. O -0.6332
65. H 0.3441
66. H 0.3096
67. Na 0.9694
68. C -0.3762
69. C -0.5320
70. C -0.0095
71. C 0.0671
72. C -0.3904
73. C -0.4388
74. N 0.9940
75. O -0.6815
76. O -0.5795
77. H 0.3698
78. H 0.3892
79. H 0.2866
80. H 0.4417
81. H 0.3690